[1]
Here is an isolated molecule of C3H7NO from the Open Molecules 2025 dataset. Energies are from ωB97M-V/def2-TZVPD.

Its lowest unoccupied orbital energy is -0.1 eV. The maximum force comes out at 3.73 eV Å⁻¹. Its structure (SMILES) is CC(C)N=O. Its energy relative to the best compared isomer or geometry (same formula, charge and spin) is 98.4 kcal/mol. The frontier orbital gap is 9.44 eV. The energy is -248.3697 hartree. The value obtained for the molar mass is 73.1 g/mol.

Geometry as ORCA input:
```
! RIJCOSX wB97M-V def2-TZVPD def2/J DEFGRID3
* xyz 0 1
O 0.33 -2.42 -0.11
N -0.57 -1.59 -0.09
C 0.09 -0.32 0.22
C 0.68 0.34 -1.02
C -0.85 0.67 0.98
H -1.54 1.19 0.29
H 1.44 1.04 -0.68
H -0.25 1.44 1.46
H 1.16 -0.41 -1.65
H -1.47 0.19 1.74
H 1.03 -1.03 0.48
H -0.06 0.90 -1.61
*
```

---

[2]
Here is a structure of composition C11H29N3O4PSSn from the Open Molecules 2025 dataset. Energies are from ωB97M-V/def2-TZVPD.

Its lowest unoccupied orbital energy is -6.4 eV. The maximum force comes out at 5.68 eV Å⁻¹. The frontier orbital gap is 4.14 eV. The energy is -1855.1919 hartree. The value obtained for the molar mass is 449.1 g/mol.

Geometry as ORCA input:
```
! RIJCOSX wB97M-V def2-TZVPD def2/J DEFGRID3
* xyz 1 1
Sn -1.78 0.77 3.17
S -1.67 5.06 1.62
P -0.12 3.65 0.85
O -1.22 2.30 1.48
O 1.06 2.55 0.19
O -0.82 -3.07 -2.04
O -1.63 0.05 0.71
N 2.19 -0.17 3.92
N 2.14 -1.44 1.96
N 0.06 -0.77 2.96
C -0.59 -1.78 -2.60
C -0.85 1.24 0.59
C 1.15 -0.05 -3.20
C 0.97 0.92 -1.98
C -2.17 -3.48 -2.28
C 1.45 -0.35 2.63
C 0.92 -1.55 -2.87
C 1.55 1.04 1.90
C 0.72 1.19 0.57
C -3.22 -2.57 -1.57
C 1.23 0.26 -0.60
H -2.10 4.60 2.83
H 2.61 1.14 1.61
H -1.00 -1.02 -1.90
H -2.37 -3.51 -3.38
H -1.19 1.66 -0.38
H 1.26 -2.16 -3.73
H 0.48 3.77 2.15
H 0.37 0.23 -3.94
H 0.71 -0.71 -0.45
H -4.22 -3.04 -1.70
H -3.30 -1.58 -2.07
H 1.73 1.72 -2.09
H 2.11 0.10 -3.74
H 2.33 0.17 -0.46
H -3.04 -2.49 -0.49
H -0.13 -0.67 3.96
H -1.13 -1.68 -3.57
H 1.48 -1.91 -1.99
H -1.06 -0.73 0.75
H 1.61 -1.78 1.16
H 0.00 1.42 -2.07
H -0.14 -1.72 2.64
H 1.96 -1.00 4.48
H -2.31 -4.51 -1.91
H 0.66 4.82 0.52
H -0.83 3.82 -0.38
H 1.36 1.84 2.63
H 3.08 -1.16 1.70
H 1.69 0.58 4.40
*
```